The ion C5H12NO with charge -1 at a distorted geometry. Source: the OMol25 dataset; level of theory: ωB97M-V/def2-TZVPD.

Properties
Charge = -1
HOMO = -2.403 eV
Lowest unoccupied orbital energy = 0.141 Eh
Calculated total energy = -8916.746 eV
Energy above the lowest of the compared OMol25 structures with the same formula, charge and spin = 7.33 kcal per mole
SMILES string = CC[C@H](C)NC[O-]

```
19
Properties=species:S:1:pos:R:3:nbo_charge:R:1
C -1.61 0.45 -1.64 -0.609
C -0.22 0.64 -1.00 -0.399
C -0.07 -0.14 0.30 -0.084
C -1.22 -0.20 1.28 -0.611
N 1.17 0.25 0.98 -0.693
C 2.40 -0.50 0.49 0.143
O 2.32 -1.81 0.58 -0.939
H -1.55 0.74 -2.70 0.188
H -2.35 1.12 -1.22 0.190
H -1.92 -0.59 -1.66 0.198
H 0.00 1.70 -0.86 0.191
H 0.51 0.23 -1.69 0.206
H 0.12 -1.18 -0.03 0.196
H -1.46 0.83 1.60 0.184
H -2.12 -0.65 0.87 0.191
H -0.94 -0.82 2.12 0.210
H 1.11 -0.02 1.95 0.333
H 2.64 -0.02 -0.50 0.052
H 3.18 -0.03 1.14 0.054
```